No. 1
{"formula": "CBr2Cl2S", "method": "the ωB97M-V functional and the def2-TZVPD basis", "symbols": ["C", "S", "Cl", "Cl", "Br", "Br"], "xyz": [[0.032, -0.405, -0.554], [0.696, 1.167, -0.087], [-1.589, -0.377, -0.860], [-2.613, 0.730, 1.175], [2.781, 0.822, -0.163], [0.694, -1.937, 0.489]], "nbo_charge": [-0.39, 0.31, 0.35, -0.37, 0.00, 0.10], "homo_lumo_gap_ev": [7.93, 6.18], "e_lumo_ha": [-0.074, -0.101], "homo_energy_ev": [-9.9511, -8.9295], "e_above_lowest_kcal_mol": 55.54}


No. 2
{"formula": "CBr2F2N2O2", "method": "the ωB97M-V functional and the def2-TZVPD basis", "symbols": ["C", "N", "N", "O", "O", "F", "F", "Br", "Br"], "xyz": [[0.063, 0.038, 0.491], [-1.141, 0.567, -0.106], [-0.003, -1.247, 0.749], [-2.193, 0.039, 0.076], [-0.965, 1.546, -0.820], [0.835, -1.730, 1.672], [0.258, -2.314, -0.394], [2.792, 0.647, -1.967], [1.595, 1.074, 0.166]], "nbo_charge": [-0.03, 0.49, 0.26, -0.31, -0.40, -0.16, -0.30, -0.09, 0.54], "homo_lumo_gap_ev": [7.25, 6.48], "e_lumo_ha": [-0.128, -0.141], "homo_energy_ev": [-10.7294, -10.3097], "e_above_lowest_kcal_mol": 75.22}


No. 3
{"formula": "CBr2O", "method": "the ωB97M-V functional and the def2-TZVPD basis", "symbols": ["C", "O", "Br", "Br"], "xyz": [[0.069, 0.033, -0.055], [1.381, 0.635, -0.361], [-0.166, -1.836, 0.287], [-1.284, 1.168, 0.129]], "nbo_charge": [-0.16, -0.18, 0.13, 0.21], "homo_lumo_gap_ev": [8.01, 8.23], "e_lumo_ha": [0.004, -0.108], "homo_energy_ev": [-7.9021, -11.1555], "spin_multiplicity": 3}


No. 4
{"formula": "CBr3NO", "method": "the ωB97M-V functional and the def2-TZVPD basis", "symbols": ["O", "N", "C", "Br", "Br", "Br"], "xyz": [[-1.427, -0.469, -0.020], [-0.468, 0.171, -0.284], [0.628, 0.508, -0.515], [1.843, 1.770, -0.878], [1.704, -0.656, 2.433], [1.881, -2.200, 4.098]], "nbo_charge": [-0.36, 0.20, -0.05, 0.21, -0.01, 0.01], "homo_lumo_gap_ev": 8.38, "e_lumo_ha": -0.055, "homo_energy_ev": -9.8607, "smiles": "[O-][N+]#CBr.BrBr", "e_above_lowest_kcal_mol": 3.96}


No. 5
{"formula": "CBrClF3N", "method": "the ωB97M-V functional and the def2-TZVPD basis", "symbols": ["C", "N", "F", "F", "F", "Cl", "Br"], "xyz": [[-0.227, -0.220, -0.033], [0.892, 0.497, 0.456], [-0.344, -0.250, -1.368], [-0.180, -1.481, 0.380], [-1.348, 0.319, 0.438], [0.796, 2.172, -0.025], [2.496, -0.334, -0.008]], "nbo_charge": [1.03, -0.50, -0.31, -0.30, -0.31, 0.14, 0.24], "homo_lumo_gap_ev": [7.25, 7.17], "e_lumo_ha": [0.001, -0.141], "homo_energy_ev": [-7.2165, -10.9973], "spin_multiplicity": 3}


No. 6
{"formula": "CBrClNO5S", "method": "the ωB97M-V functional and the def2-TZVPD basis", "symbols": ["C", "N", "O", "O", "O", "O", "O", "S", "Cl", "Br"], "xyz": [[0.188, 0.026, 0.560], [-0.436, -1.479, 0.567], [1.012, 0.398, -1.954], [-1.577, -1.561, 0.354], [0.325, -2.420, 0.660], [-1.289, 1.056, -1.422], [0.553, 2.361, -0.557], [0.107, 1.084, -1.094], [-0.785, 0.819, 1.645], [1.903, -0.285, 1.242]], "nbo_charge": [-0.43, 0.52, -0.98, -0.34, -0.41, -0.97, -0.98, 2.43, 0.07, 0.10], "homo_lumo_gap_ev": 9.25, "e_lumo_ha": 0.115, "homo_energy_ev": -6.1286, "total_charge": -1, "e_above_lowest_kcal_mol": 0.00}


No. 7
{"formula": "CBrFNO2", "method": "the ωB97M-V functional and the def2-TZVPD basis", "symbols": ["C", "N", "O", "O", "F", "Br"], "xyz": [[-0.678, 0.490, 0.163], [0.436, 0.083, -0.537], [-1.313, 0.082, 1.099], [-0.814, 1.501, -0.710], [0.325, -2.382, -0.110], [2.044, 0.226, 0.095]], "nbo_charge": [0.80, -0.27, -0.57, -0.52, -0.80, 0.36], "homo_lumo_gap_ev": [6.71, 6.68], "e_lumo_ha": [0.074, 0.074], "homo_energy_ev": [-4.6959, -4.6675], "total_charge": -1, "e_above_lowest_kcal_mol": 55.89}


No. 8
{"formula": "CBrO4", "method": "the ωB97M-V functional and the def2-TZVPD basis", "symbols": ["C", "O", "O", "O", "O", "Br"], "xyz": [[-0.677, 0.502, 0.630], [-0.928, -0.513, 1.171], [-1.087, 1.703, 0.720], [0.076, 0.782, -0.371], [1.602, -0.457, -1.116], [1.014, -2.016, -1.034]], "nbo_charge": [0.91, -0.67, -0.51, -0.28, -0.73, 0.29], "homo_lumo_gap_ev": [6.51, 6.51], "e_lumo_ha": [0.085, 0.085], "homo_energy_ev": [-4.1944, -4.1952], "total_charge": -1, "e_above_lowest_kcal_mol": 43.62}


No. 9
{"formula": "CCl2F3OPS", "method": "the ωB97M-V functional and the def2-TZVPD basis", "symbols": ["C", "O", "F", "F", "F", "P", "S", "Cl", "Cl"], "xyz": [[0.262, -1.187, 0.022], [0.259, 2.142, -0.741], [1.001, -0.208, 0.580], [1.025, -2.271, -0.012], [0.226, -0.894, -1.276], [-0.937, 1.950, 0.037], [-1.299, -1.330, 0.799], [-2.760, 2.137, -0.876], [-0.788, 2.966, 1.820]], "nbo_charge": [0.75, -0.96, -0.33, -0.31, -0.33, 1.52, 0.09, -0.21, -0.22], "homo_lumo_gap_ev": [7.94, 6.38], "e_lumo_ha": [-0.105, -0.128], "homo_energy_ev": [-10.7977, -9.8675], "e_above_lowest_kcal_mol": 60.26}


No. 10
{"formula": "CCl2FNO2", "method": "the ωB97M-V functional and the def2-TZVPD basis", "symbols": ["C", "N", "O", "O", "F", "Cl", "Cl"], "xyz": [[0.436, -0.358, -0.048], [-1.102, -0.334, -0.566], [-1.417, 0.681, -1.072], [-1.739, -1.319, -0.448], [1.464, 2.183, 1.642], [1.334, 1.013, -0.016], [1.024, -1.867, 0.508]], "nbo_charge": [-0.13, 0.53, -0.31, -0.31, -0.51, 0.58, 0.15], "homo_lumo_gap_ev": [9.15, 7.59], "e_lumo_ha": [-0.092, -0.099], "homo_energy_ev": [-11.6583, -10.2764], "e_above_lowest_kcal_mol": 86.38}


No. 11
{"formula": "CCl3FO2S", "method": "the ωB97M-V functional and the def2-TZVPD basis", "symbols": ["C", "O", "O", "F", "S", "Cl", "Cl", "Cl"], "xyz": [[-0.558, -1.149, -0.737], [0.254, 0.545, 2.346], [1.427, 1.583, 0.406], [-1.708, -0.527, -0.552], [0.997, 0.349, 1.120], [-0.180, -1.035, -2.365], [-0.645, -2.694, 0.226], [0.414, 2.928, -0.445]], "nbo_charge": [0.22, -0.80, -0.76, -0.32, 1.55, 0.10, -0.01, 0.02], "homo_lumo_gap_ev": [7.40, 6.97], "e_lumo_ha": [-0.082, -0.084], "homo_energy_ev": [-9.6419, -9.2666], "e_above_lowest_kcal_mol": 103.60}


No. 12
{"formula": "CCl4O2P", "method": "the ωB97M-V functional and the def2-TZVPD basis", "symbols": ["C", "O", "O", "P", "Cl", "Cl", "Cl", "Cl"], "xyz": [[-0.500, -0.815, -0.223], [0.458, 1.029, -2.193], [1.474, 0.808, 0.258], [0.354, 0.799, -0.734], [-2.021, -2.464, 4.130], [0.578, -1.957, -0.697], [-1.232, -0.944, 1.265], [-1.073, 2.124, 0.000]], "nbo_charge": [-0.30, -1.07, -1.03, 2.07, -0.93, 0.24, 0.39, -0.37], "homo_lumo_gap_ev": 4.01, "e_lumo_ha": -0.023, "homo_energy_ev": -4.6197, "total_charge": -1, "e_above_lowest_kcal_mol": 63.17}


No. 13
{"formula": "CCl4OS", "method": "the ωB97M-V functional and the def2-TZVPD basis", "symbols": ["O", "S", "Cl", "Cl", "C", "Cl", "Cl"], "xyz": [[1.195, -1.136, 0.758], [0.366, -0.458, -0.201], [-0.772, -1.866, -1.334], [1.834, -0.049, -1.741], [-0.863, 0.524, 0.842], [-1.937, 1.445, -0.172], [0.177, 1.539, 1.848]], "nbo_charge": [-0.83, 1.47, -0.16, -0.25, -0.35, 0.06, 0.06], "homo_lumo_gap_ev": [7.13, 7.13], "e_lumo_ha": [-0.093, -0.093], "homo_energy_ev": [-9.6504, -9.6533], "smiles": "O=S(Cl)(Cl)=C(Cl)Cl", "e_above_lowest_kcal_mol": 72.32}


No. 14
{"formula": "CCl4OS", "method": "the ωB97M-V functional and the def2-TZVPD basis", "symbols": ["C", "O", "S", "Cl", "Cl", "Cl", "Cl"], "xyz": [[0.561, -0.459, -1.362], [-1.161, -1.389, 0.746], [-0.436, -0.155, 0.594], [0.342, 1.061, -2.037], [2.195, -0.516, -0.811], [0.474, 0.216, 2.410], [-1.976, 1.242, 0.459]], "nbo_charge": [-0.24, -0.84, 1.37, 0.07, 0.02, -0.19, -0.20], "homo_lumo_gap_ev": 7.74, "e_lumo_ha": -0.074, "homo_energy_ev": -9.7557, "e_above_lowest_kcal_mol": 76.91}


No. 15
{"formula": "CClCu3O7", "method": "the ωB97M-V functional and the def2-TZVPD basis", "symbols": ["Cu", "Cu", "Cu", "Cl", "O", "O", "O", "O", "C", "O", "O", "O"], "xyz": [[-4.760, -1.633, -0.750], [0.876, -0.346, 2.112], [1.397, 0.705, -1.933], [-1.805, -0.968, -0.117], [-2.813, 0.031, -0.119], [-2.360, -2.114, -0.841], [-0.550, -0.504, -0.672], [-1.381, -1.321, 1.240], [2.790, 1.570, 0.284], [1.801, 0.800, 0.451], [3.178, 1.852, -0.878], [3.626, 1.929, 1.224]], "nbo_charge": [1.20, 1.00, 1.14, 2.48, -0.60, -0.57, -0.81, -0.69, 0.86, -0.77, -0.25, 0.00], "homo_lumo_gap_ev": [9.11, 4.43], "e_lumo_ha": [-0.476, -0.643], "homo_energy_ev": [-22.0673, -21.9319], "spin_multiplicity": 4, "total_charge": 3}


No. 16
{"formula": "CClF2NO", "method": "the ωB97M-V functional and the def2-TZVPD basis", "symbols": ["C", "N", "O", "F", "F", "Cl"], "xyz": [[-0.652, -0.326, -0.054], [1.822, 0.108, 0.156], [1.977, 1.265, 0.131], [-0.900, -1.325, 0.706], [-0.636, -0.694, -1.304], [-1.611, 0.972, 0.365]], "nbo_charge": [0.56, 0.21, -0.18, -0.31, -0.31, 0.03], "homo_lumo_gap_ev": [7.11, 7.12], "e_lumo_ha": [-0.029, -0.029], "homo_energy_ev": [-7.9023, -7.8977], "e_above_lowest_kcal_mol": 50.85}


No. 17
{"formula": "CClF2O2S", "method": "the ωB97M-V functional and the def2-TZVPD basis", "symbols": ["C", "O", "O", "F", "F", "S", "Cl"], "xyz": [[0.061, -0.671, -0.056], [-0.279, 1.964, -0.757], [-1.046, -0.834, -0.476], [1.107, -0.842, -0.950], [0.561, -1.413, 1.092], [0.465, 1.373, 0.347], [-0.355, 2.042, 2.243]], "nbo_charge": [0.87, -0.92, -0.69, -0.40, -0.43, 0.98, -0.39], "homo_lumo_gap_ev": 7.88, "e_lumo_ha": 0.133, "homo_energy_ev": -4.2697, "total_charge": -1, "e_above_lowest_kcal_mol": 0.00}


No. 18
{"formula": "CClF3S", "method": "the ωB97M-V functional and the def2-TZVPD basis", "symbols": ["F", "S", "C", "F", "F", "Cl"], "xyz": [[-2.034, -0.191, 0.451], [-0.963, -1.181, -0.244], [0.381, 0.084, -0.091], [0.133, 0.886, 0.936], [0.489, 0.988, -1.151], [1.996, -0.588, 0.099]], "nbo_charge": [-0.46, 0.64, 0.45, -0.30, -0.34, 0.00], "homo_lumo_gap_ev": 10.01, "e_lumo_ha": -0.017, "homo_energy_ev": -10.4695, "smiles": "FSC(F)(F)Cl", "e_above_lowest_kcal_mol": 0.00}


No. 19
{"formula": "CClFN2O3", "method": "the ωB97M-V functional and the def2-TZVPD basis", "symbols": ["O", "N", "O", "N", "O", "C", "F", "Cl"], "xyz": [[-2.625, -0.778, 0.246], [-1.600, -0.274, 0.489], [-0.970, 0.326, -0.614], [0.334, 0.767, -0.208], [0.505, 1.959, -0.098], [1.128, -0.228, 0.094], [2.384, 0.098, 0.371], [0.844, -1.869, -0.280]], "nbo_charge": [-0.22, 0.36, -0.26, 0.29, -0.40, 0.42, -0.27, 0.08], "homo_lumo_gap_ev": 9.14, "e_lumo_ha": -0.022, "homo_energy_ev": -9.7371, "smiles": "O=NO/[N+]([O-])=C(/F)Cl", "e_above_lowest_kcal_mol": 18.48}


No. 20
{"formula": "CClFN2O4", "method": "the ωB97M-V functional and the def2-TZVPD basis", "symbols": ["C", "N", "N", "O", "O", "O", "O", "F", "Cl"], "xyz": [[0.090, 0.462, -0.200], [0.545, 0.182, 1.241], [0.053, -0.817, -1.047], [1.349, 0.977, 1.617], [-0.038, -0.690, 1.813], [0.924, -1.600, -0.812], [-0.745, -0.816, -1.913], [-2.152, 0.430, 0.375], [-0.026, 1.871, -1.074]], "nbo_charge": [0.33, 0.49, 0.49, -0.30, -0.23, -0.31, -0.26, -0.53, 0.32], "homo_lumo_gap_ev": [7.87, 7.88], "e_lumo_ha": [-0.143, -0.143], "homo_energy_ev": [-11.7549, -11.7651], "e_above_lowest_kcal_mol": 93.70}